Computed, not measured: a cluster of 13 separate species, C48H80O29 in total at a distorted geometry, with ωB97M-V with the def2-TZVPD basis set.

Structure (XYZ):
```
157
Properties=species:S:1:pos:R:3:mulliken_charge:R:1
O 3.6051 -4.5088 4.0514 -0.6018
O 3.8176 -3.2534 -0.5507 -0.2862
O 3.8658 -1.1799 0.2487 -0.4237
O 3.5416 2.5458 -1.9385 -0.1997
O 2.3172 -3.7517 5.7276 -0.1883
O 4.6227 0.7766 4.4285 -0.4185
O -3.7662 -4.9946 -0.9962 -0.6210
O -4.1673 4.0859 -0.7977 -0.1790
O -5.1043 5.9709 -0.1039 -0.6166
O 5.4185 1.8157 -0.9687 -0.6597
O 6.3765 0.8085 -4.9263 -0.2858
O -2.5407 0.7946 -0.9407 -0.4765
O 4.9291 2.5161 -5.2584 -0.5763
O 0.6344 3.3627 2.0917 -0.5277
O 4.2665 2.6508 3.3336 -0.6109
O -0.6145 -0.1177 -1.6073 -0.4982
O -1.0541 4.3701 -2.0029 -0.5936
O -2.9878 -2.9155 -1.2276 0.1723
O 0.1870 0.6493 6.3172 -0.6033
O -1.1942 -3.4943 2.5152 -0.2194
O -1.1684 -1.0014 5.5760 -0.3371
O -2.1524 -5.4590 2.8611 -0.4188
O -2.0178 4.0541 -4.0116 -0.3455
O -1.5640 -4.5988 -1.0666 -0.3659
O -5.2215 0.2742 -5.2134 -0.4938
O 1.6571 -3.4111 3.7219 0.0118
O -0.0695 -1.2877 7.4090 -0.3595
O -1.0623 3.1196 3.4781 -0.3696
O 4.2932 0.4539 -4.6440 -0.3038
C -0.5545 3.4153 2.2964 0.0592
C 1.7976 -3.5247 2.3332 -0.5027
C -2.8528 -4.2224 -1.0700 0.4983
C -3.8053 -1.5891 -4.9364 -0.7041
C -0.9073 -0.0746 0.7049 1.4673
C -3.6391 -3.6716 2.6375 0.0103
C -3.1832 -0.3272 -4.3443 1.1178
C 5.0322 -1.6910 -1.8323 0.1598
C -2.1976 -4.1459 2.6018 0.3714
C 4.1374 -3.9008 -1.7860 -0.4498
C 2.5064 0.9167 3.4898 1.7475
C -5.8500 4.9040 -2.2088 -0.5855
C -0.3223 -0.4433 6.4387 0.9230
C -4.9956 3.8749 -2.9408 -0.2178
C 7.3923 1.5654 -5.5555 -0.7606
C -4.3940 -4.9903 2.5532 -0.4478
C -5.2145 -1.1542 -5.3555 -0.5642
C -5.0061 5.1375 -0.9544 0.3124
C -2.4805 3.2397 3.5547 -0.2929
C 0.5798 0.1089 0.4116 1.7566
C -0.0349 2.8450 -3.5738 1.2806
C -1.6587 3.8157 1.3167 1.0952
C 0.6671 -0.3510 -1.0587 0.7716
C -2.8695 3.9258 2.2064 -0.5037
C 3.1742 -4.1559 6.7558 -0.7565
C 2.6262 -3.9303 4.4554 0.5792
C 3.9233 -0.2968 4.9975 -0.5871
C 3.8397 3.1491 0.3235 0.3921
C 5.1789 -3.0563 -2.4980 -0.5229
C -1.4969 0.2965 -0.6580 -0.1773
C 3.8321 1.6153 3.7473 0.5418
C 2.8711 0.6797 -4.5976 -0.6242
C -4.3141 3.0935 -1.8399 0.4750
C 3.0696 4.2941 -0.3506 -0.7534
C 2.7566 -0.5463 4.0266 0.6544
C -0.5451 -3.7612 -1.5335 0.3607
C -1.4851 -0.2454 4.4261 -0.5996
C -1.5253 3.5840 -5.2520 -0.7661
C 0.6420 -0.7896 8.5599 -0.6674
C 2.5346 3.4809 -1.5292 0.5654
C 4.1356 -1.9424 -0.6406 0.4140
C -4.3929 0.5683 -4.0993 0.4063
C 5.1552 1.3821 -4.9492 0.8318
C -3.4323 -5.9900 3.2098 -0.5694
C -0.6056 2.4020 -4.9126 0.4784
C -4.2782 -2.3333 -1.1096 -0.6401
C -1.0332 3.8477 -3.0670 0.3357
C 4.3772 2.4039 -0.8807 0.3357
H -6.7789 4.4920 -1.8115 0.2421
H 1.3960 -4.4670 1.9384 0.4386
H -3.7752 -2.3754 -4.1827 0.0752
H -4.9193 -2.6678 -1.9328 0.2879
H -1.0622 -1.1401 0.8852 -0.5869
H -5.0075 0.4081 -3.2061 0.1589
H 3.2238 -5.2375 6.8998 0.2908
H 2.2316 0.9302 2.4412 -1.5727
H -0.9595 4.3258 -5.8209 0.3090
H 2.8229 -3.7278 7.6939 0.2050
H 4.5684 -1.1708 4.8854 0.4061
H -2.5722 -0.4421 -3.4465 -0.7488
H -3.0385 3.6689 4.3859 0.4313
H -5.6024 -1.4656 -6.3206 0.3374
H 8.3536 1.3197 -5.0976 0.2515
H -0.0541 -4.1748 -2.4141 0.2812
H -3.2143 -1.8613 -5.8117 0.3673
H 1.1801 -0.5583 1.0331 -0.3549
H 1.7025 2.8627 -1.1777 -0.4460
H 2.9864 -1.1930 3.1855 -0.4880
H -3.7370 3.4323 1.7705 0.1297
H 4.1791 -3.7696 6.5590 0.3348
H 0.9189 3.3523 -3.7288 0.0023
H 1.0851 -2.9100 1.7741 -0.6678
H 5.8407 -1.1823 -1.3011 0.3188
H -6.0081 5.8372 -2.7399 0.3416
H 0.7015 -1.6381 9.2306 0.2309
H -3.5363 -6.9985 2.8156 0.3481
H 7.4820 1.2913 -6.6062 0.2910
H -5.6420 3.1759 -3.4777 0.3118
H -5.3648 -5.0711 3.0416 0.4370
H -3.8284 -3.0005 1.8027 -0.2137
H 2.2441 4.1404 -2.3441 0.2578
H 4.6338 -0.9021 -2.4725 -0.3551
H 1.8845 -0.8564 4.5995 0.1176
H -3.3812 2.6693 -2.1926 -0.6040
H 3.1905 -3.8825 -2.3418 0.1442
H -4.4922 -5.3061 1.5130 0.1411
H -2.7896 2.1899 3.6053 0.1635
H -1.3268 4.7300 0.8344 0.5955
H 3.5602 -0.1946 6.0193 0.1133
H -3.5870 -6.0720 4.2883 0.2809
H -2.5496 0.1759 -5.0765 0.1641
H 0.1224 2.2566 -5.7086 0.5503
H -2.3623 -0.7178 3.9872 0.1906
H 2.8126 -3.2942 2.0190 0.8046
H 1.0148 1.0939 0.5833 -0.9229
H 3.3116 2.4208 0.9467 -0.8684
H 2.6425 0.9590 -5.6233 0.4630
H 7.3003 2.6342 -5.3701 0.3382
H 1.5916 -0.3429 8.2771 0.2260
H 4.3638 -4.9573 -1.6574 0.3864
H -4.0595 1.5997 -4.2102 -0.4481
H 6.1965 -3.4117 -2.3291 0.2392
H -3.8689 -3.1653 3.5755 0.3982
H 4.6632 3.4039 0.9868 0.5819
H -1.2449 0.5772 1.5049 -0.2702
H 0.2151 -3.5669 -0.7689 -0.2186
H -4.7851 -2.5703 -0.1791 0.3588
H 0.1605 2.1242 -2.7820 -0.8934
H 2.3376 -0.2227 -4.3110 0.3012
H 2.6339 1.4182 -3.8363 0.1348
H -4.1301 -1.2794 -1.3406 0.0140
H 1.4926 0.2373 -1.4636 -0.2054
H 1.7064 1.3627 4.0831 0.0217
H 2.2574 4.8441 0.1146 0.3972
H 4.9821 -3.0921 -3.5672 0.3592
H -1.8166 0.7740 4.6227 0.5229
H 3.8233 5.0081 -0.6907 0.3971
H -5.9423 -1.5004 -4.6059 0.2657
H 0.0000 -0.0038 8.9618 0.3698
H -4.9868 2.3263 -1.4547 0.3877
H -1.2597 1.5302 -4.8705 -0.8757
H 0.9102 -1.4135 -1.0856 -0.5867
H -0.8870 -2.7446 -1.7406 -0.0516
H -3.1602 4.9612 2.3757 0.2410
H -1.6743 2.9786 0.6156 -0.8470
H -4.2841 4.3107 -3.6395 0.1233
H -0.6813 -0.1479 3.6972 -0.0073
H -2.3556 3.1855 -5.8338 0.5021
```

spin multiplicity = 1
E_HOMO = -9.6062 eV
total energy = -110450.7028 eV
maximum force = 2.8 eV Å⁻¹